# 1
Density functional theory data (wB97M-V/def2-TZVPD) for C46H119KN6O17 as an isolated structure at a distorted geometry.

Last column: Mulliken charge in e.
Geometry (Å):
K -10.5791 -29.8541 -25.0068  1.119
C -15.3010 -31.1326 -24.0630  2.350
C -14.4131 -31.6492 -25.1887  1.445
O -13.1670 -31.0407 -25.1967  -0.346
H -14.7244 -31.0885 -23.1309  -1.248
H -16.2772 -31.5929 -23.9389  -0.722
H -15.5072 -30.0612 -24.2016  -0.635
H -14.9407 -31.4537 -26.1375  -0.489
H -14.3303 -32.7441 -25.1331  -0.723
C -17.4083 -34.1311 -25.1971  0.272
O -17.9749 -35.3366 -24.7050  -0.492
C -17.7121 -35.6604 -23.3673  -0.328
C -18.2382 -34.6402 -22.3432  0.141
N -18.3698 -35.2010 -21.0283  -0.186
C -18.5833 -34.1955 -19.9843  0.717
C -18.5188 -34.8123 -18.5959  -1.067
O -17.1546 -35.1048 -18.3401  0.178
C -16.9254 -35.7192 -17.1020  -0.949
H -16.3435 -34.2274 -24.9690  -0.117
H -17.7984 -33.2854 -24.6254  -0.082
H -17.5762 -33.9715 -26.2578  0.173
H -16.6211 -35.7089 -23.2226  0.120
H -18.0615 -36.6554 -23.0913  0.043
H -19.2143 -34.2708 -22.6824  0.358
H -17.5835 -33.7511 -22.4031  -0.125
H -17.5328 -35.7445 -20.7970  -0.088
H -19.5249 -33.6731 -20.1679  -0.509
H -17.7971 -33.4278 -20.0397  0.054
H -19.0956 -35.7443 -18.5792  0.322
H -18.8641 -34.1151 -17.8251  0.479
H -15.8572 -35.8422 -16.9220  0.306
H -17.3483 -36.7298 -17.0433  0.183
H -17.3494 -35.1415 -16.2731  0.316
C -17.5842 -28.8862 -27.1512  -0.531
O -16.8246 -27.7815 -26.7099  -0.449
C -15.4284 -27.9643 -26.7697  0.769
C -14.7123 -26.6326 -26.8978  -1.135
N -14.9928 -25.7717 -25.7293  -0.415
C -14.2005 -26.1550 -24.5749  0.558
C -14.3597 -25.1610 -23.4337  -1.238
O -15.6380 -25.3407 -22.8677  -0.140
C -16.0122 -24.4242 -21.8862  -0.963
H -17.3085 -29.8062 -26.6186  -0.094
H -17.4895 -29.0269 -28.2303  0.497
H -18.6086 -28.6458 -26.8661  0.319
H -15.0946 -28.6075 -27.6006  0.308
H -15.1086 -28.5835 -25.9173  -0.584
H -15.1802 -26.1169 -27.7417  0.398
H -13.6512 -26.7787 -27.0845  0.324
H -15.9682 -25.9407 -25.5044  0.361
H -13.1261 -26.1374 -24.7771  0.326
H -14.4882 -27.1381 -24.1837  -0.308
H -14.1743 -24.1068 -23.6786  0.570
H -13.5711 -25.3380 -22.6806  0.366
H -15.8758 -23.3780 -22.1875  0.354
H -15.5076 -24.5799 -20.9267  0.355
H -17.0867 -24.5082 -21.7141  0.232
C -17.1031 -28.0582 -22.2385  0.111
O -18.2132 -28.8687 -21.9098  -0.697
C -18.3601 -30.0175 -22.7645  0.699
C -19.6366 -30.7956 -22.4951  -1.304
N -19.8379 -31.1471 -21.1000  0.728
C -21.2418 -31.2831 -20.7142  -0.695
C -21.9577 -32.4278 -21.4024  -0.273
O -23.3392 -32.3834 -21.1010  -0.453
C -24.0774 -31.4880 -21.9005  -0.642
H -17.3774 -27.4175 -23.0816  0.493
H -16.1895 -28.6207 -22.4501  -0.618
H -16.8736 -27.4116 -21.3899  0.259
H -17.5286 -30.6802 -22.5150  -0.487
H -18.3389 -29.6297 -23.7836  0.341
H -19.7094 -31.6770 -23.1383  0.137
H -20.5097 -30.2026 -22.8217  0.374
H -19.3999 -30.5269 -20.4387  -0.321
H -21.7394 -30.3124 -20.8389  0.368
H -21.2575 -31.5071 -19.6457  0.414
H -21.5887 -33.3812 -21.0236  0.008
H -21.7660 -32.4187 -22.4830  0.416
H -25.1390 -31.6420 -21.7154  0.273
H -23.8628 -31.5799 -22.9677  0.286
H -23.8783 -30.4578 -21.5826  0.237
C -19.9775 -26.2320 -29.0630  -0.736
O -20.0005 -27.4496 -29.7922  -0.333
C -21.1715 -28.1671 -29.5371  -0.635
C -20.9969 -29.6113 -30.0152  -0.743
N -19.9490 -30.2625 -29.2596  -0.075
C -19.6321 -31.6348 -29.6562  -1.023
C -18.4386 -32.1733 -28.9153  -0.058
O -17.2621 -31.8562 -29.6041  -0.453
C -16.0951 -32.2772 -28.9326  -0.154
H -19.0735 -25.6771 -29.3092  0.257
H -19.8831 -26.4759 -28.0017  0.282
H -20.8406 -25.6028 -29.2804  0.316
H -22.0923 -27.7395 -29.9485  0.491
H -21.4115 -28.2812 -28.4691  0.336
H -20.8296 -29.5648 -31.1014  0.357
H -21.9334 -30.1346 -29.8025  0.419
H -19.1484 -29.6425 -29.3348  0.035
H -19.4609 -31.6223 -30.7425  0.343
H -20.5574 -32.1867 -29.4732  0.476
H -18.5644 -33.2524 -28.7535  0.498
H -18.4583 -31.7767 -27.8903  0.065
H -15.9055 -31.6452 -28.0566  -0.258
H -15.2479 -32.1274 -29.5983  0.280
H -16.1934 -33.3272 -28.6426  0.305
C -14.8950 -31.1558 -19.3273  -0.348
O -15.5883 -30.0286 -18.8270  -0.512
C -16.9804 -30.1747 -19.0268  0.968
C -17.6418 -28.8704 -18.5703  -1.402
N -18.9656 -28.6634 -19.1464  0.168
C -19.5177 -27.4166 -18.6345  -0.726
C -20.8429 -27.0649 -19.2820  -0.183
O -21.4566 -26.0871 -18.4684  -0.359
C -22.6273 -25.5515 -19.0121  -0.736
H -15.2221 -32.0755 -18.8290  0.432
H -13.8244 -31.0340 -19.1910  0.351
H -15.1354 -31.2896 -20.3905  -0.188
H -17.3691 -31.0537 -18.5004  0.253
H -17.2003 -30.3585 -20.0859  -0.465
H -16.9502 -28.0753 -18.8841  0.409
H -17.6380 -28.8676 -17.4796  0.490
H -18.8650 -28.5701 -20.1646  0.136
H -18.8446 -26.5612 -18.8013  0.294
H -19.6538 -27.4283 -17.5509  0.437
H -21.4900 -27.9378 -19.4332  0.237
H -20.6824 -26.6529 -20.2883  0.250
H -23.3959 -26.3225 -19.1593  0.297
H -22.5054 -25.0496 -19.9783  0.295
H -23.0407 -24.8432 -18.2960  0.271
C -18.3625 -39.3677 -18.7975  -0.849
O -17.1255 -38.8067 -19.1569  -0.349
C -16.9586 -38.7577 -20.5673  -0.596
C -15.6332 -38.1510 -20.9582  -0.654
N -15.6848 -36.7122 -20.6253  0.513
C -14.4119 -36.0053 -20.7030  -1.192
C -14.5963 -34.5309 -20.3868  0.805
O -13.3765 -33.8127 -20.5584  -0.539
C -13.0815 -33.5010 -21.8890  -0.066
H -19.2016 -38.7297 -19.0911  0.318
H -18.3459 -39.3849 -17.7033  0.261
H -18.4930 -40.4099 -19.1050  0.363
H -17.7970 -38.2198 -21.0256  0.279
H -17.0127 -39.7978 -20.9191  0.526
H -15.5038 -38.1567 -22.0435  0.207
H -14.8106 -38.6464 -20.4285  0.356
H -16.0044 -36.7134 -19.6582  -0.091
H -14.0905 -36.1076 -21.7457  0.293
H -13.6681 -36.4794 -20.0497  0.290
H -14.9325 -34.3717 -19.3669  0.136
H -15.3218 -34.0906 -21.0821  -0.147
H -12.0951 -33.0418 -21.9367  0.447
H -13.7684 -32.7608 -22.3253  -0.271
H -13.1271 -34.3630 -22.5620  0.043
C -11.6607 -30.0164 -29.8078  -1.578
C -12.6781 -30.4070 -28.7515  0.771
O -12.6893 -29.4417 -27.6998  -0.480
H -11.6135 -30.6553 -30.6863  0.385
H -10.6732 -30.0000 -29.3390  0.308
H -11.9214 -28.9978 -30.1027  0.331
H -12.4767 -31.3908 -28.3160  0.117
H -13.6653 -30.4088 -29.2311  -0.014
H -12.8687 -29.9939 -26.9124  0.139
C -14.1373 -35.7594 -24.9805  0.277
C -15.0345 -36.8441 -25.5353  -0.245
O -14.2350 -37.7755 -26.2695  -0.601
H -13.9229 -35.1322 -25.8562  -0.021
H -13.2008 -36.0423 -24.5035  0.571
H -14.6290 -35.0734 -24.2857  -0.602
H -15.7934 -36.4138 -26.1866  0.254
H -15.4026 -37.3651 -24.6484  -0.013
H -14.1025 -37.4288 -27.1562  0.356
C -9.8236 -34.3016 -27.1840  -1.458
C -11.0923 -33.9342 -26.4241  0.271
O -11.0498 -32.5563 -26.0983  -0.452
H -9.6894 -33.7165 -28.0948  0.327
H -9.9920 -35.3101 -27.5805  0.403
H -8.9373 -34.3044 -26.5561  0.324
H -11.0965 -34.4989 -25.4837  0.078
H -11.9902 -34.1307 -27.0169  0.185
H -11.9257 -32.1736 -25.8623  0.222
C -13.8536 -28.5940 -21.3295  0.349
C -12.4907 -29.1178 -21.6733  -0.472
O -12.3459 -29.1995 -23.1081  -0.508
H -14.1388 -27.6407 -21.7716  -0.192
H -13.9444 -28.5636 -20.2382  0.513
H -14.6152 -29.3107 -21.6523  -0.435
H -12.3584 -30.1433 -21.3126  0.141
H -11.6795 -28.5136 -21.2690  0.363
H -13.0378 -29.7562 -23.5085  -0.064

Values from the calculation:
**Kohn-Sham gap**: 7.72 eV
**Maximum force**: 0.03528 Eh/bohr
**LUMO energy**: -0.52 eV
**Net charge**: 0
**Highest occupied orbital energy**: -8.244 eV

# 2
Density functional theory data (wB97M-V/def2-TZVPD) for a 2-piece molecular cluster, C11H13N2O4S overall at a distorted geometry.

Last column: natural (NBO) charge in e.
Geometry (Å):
O 1.6101 -2.6184 2.4139  -0.474
C 0.9884 -2.8627 1.4232  0.754
O 0.9856 -4.0692 0.8053  -0.626
C 0.0818 -1.8043 0.7551  -0.005
C 0.5842 -0.9153 -0.2072  -0.218
C -0.3128 -0.0366 -0.7574  0.093
N -1.5999 -0.0413 -0.3784  -0.429
C -2.1010 -0.8830 0.5283  0.292
C -3.5894 -0.9115 0.9307  -0.703
S -4.6201 -0.6747 -0.5558  1.976
O -3.9238 -1.2675 -1.6671  -0.923
O -5.8531 -1.3531 -0.3088  -0.879
C -1.2628 -1.8006 1.1372  -0.224
H 0.2369 -4.0968 0.1903  0.491
H 1.6290 -0.9525 -0.5122  0.284
H 0.0430 0.6700 -1.5083  0.262
H -2.2049 0.6265 -0.8453  0.447
H -3.8066 -0.1964 1.7372  0.288
H -3.7956 -1.9310 1.2830  0.297
H -4.8025 0.6763 -0.7105  0.024
H -1.6490 -2.5074 1.8691  0.268
N 2.3364 2.3614 -0.1223  -0.521
C 2.9156 1.8511 -1.2593  -0.110
C 4.0988 2.5072 -1.4589  -0.267
C 4.2457 3.4452 -0.4031  -0.291
C 3.1475 3.3309 0.4049  -0.065
H 1.4584 2.0706 0.2628  0.390
H 2.4359 1.0688 -1.8264  0.182
H 4.7852 2.3345 -2.2710  0.233
H 5.0666 4.1265 -0.2546  0.236
H 2.8723 3.8533 1.3055  0.219

Values from the calculation:
**Kohn-Sham gap**: 5.65 eV
**Maximum force**: 0.06540 Eh/bohr
**LUMO energy**: -5.32 eV
**Net charge**: +1
**Highest occupied orbital energy**: -10.969 eV